Entry 1:
A molecular structure, C32H34N6O4PS2Ti, computed with ωB97M-V with the def2-TZVPD basis set.

Structure (ORCA input):
```
! wB97M-V def2-TZVPD RIJCOSX def2/J DEFGRID3
* xyz 0 2
Ti -0.4440 0.1649 0.2149
C -0.3297 0.2326 4.7055
C -0.1593 0.4690 3.2420
N -0.9167 -0.0607 2.3535
N -1.9290 -0.8571 2.8546
C -3.0608 -0.6251 2.2349
N -4.1204 -1.4005 2.5882
S -3.2632 0.5345 0.9718
C 0.8529 1.4040 2.7088
C 1.7293 2.1394 3.5007
C 2.6071 3.0167 2.8887
C 2.5916 3.1371 1.5085
C 1.6869 2.3774 0.7921
N 0.8199 1.5527 1.3779
H -0.3164 -0.8399 4.9008
H -1.3095 0.5902 5.0262
H 0.4404 0.7106 5.2999
H -4.0393 -1.9380 3.4360
H -5.0341 -1.1124 2.2891
H 1.7425 2.0202 4.5719
H 3.3057 3.5877 3.4852
H 3.2765 3.7883 0.9847
H 1.6544 2.4032 -0.2903
C 3.8445 -1.1084 0.3000
C 4.1710 -1.0432 -1.0513
C 3.2037 -0.7121 -1.9787
C 1.8847 -0.4811 -1.5592
C 1.5445 -0.4897 -0.1991
C 2.5609 -0.7896 0.7099
C 0.7882 -0.3330 -2.5299
C 1.0328 -0.2877 -3.9334
C -0.0052 -0.2211 -4.8025
C -1.3349 -0.2060 -4.3124
C -2.4599 -0.1591 -5.1622
C -3.7246 -0.1523 -4.6417
C -3.9024 -0.1979 -3.2468
C -2.8265 -0.2415 -2.3994
C -1.5130 -0.2410 -2.9138
N -0.4499 -0.2933 -2.0498
H 4.5841 -1.4440 1.0130
H 5.1736 -1.2907 -1.3725
H 3.4808 -0.6955 -3.0238
H 2.3400 -0.8297 1.7738
H 2.0465 -0.3055 -4.2981
H 0.1670 -0.1892 -5.8719
H -2.2993 -0.1356 -6.2332
H -4.5857 -0.1223 -5.2957
H -4.9029 -0.2044 -2.8325
H -2.9838 -0.2736 -1.3294
C -3.2192 3.3910 -1.1764
P -1.5513 3.3305 -0.5181
C -1.6329 3.8266 1.2068
C -0.5980 4.5813 -1.3904
O -0.9349 1.9711 -0.7229
H -3.6255 4.4003 -1.0981
H -3.8591 2.7001 -0.6277
H -3.1955 3.0908 -2.2249
H -2.1982 4.7549 1.3035
H -0.6284 3.9781 1.6026
H -2.1337 3.0349 1.7663
H -1.0787 5.5575 -1.3237
H -0.5075 4.2963 -2.4386
H 0.3990 4.6474 -0.9550
N -1.1871 -1.9996 0.2429
C -0.0607 -2.8824 0.4679
C 0.6538 -3.3841 -0.6123
C 1.8436 -4.0548 -0.3909
C 2.3185 -4.2355 0.9014
C 1.5548 -3.8075 1.9725
C 0.3608 -3.1276 1.7646
S 3.9498 -4.9511 1.1664
O 3.9941 -6.0784 0.2533
O 4.8404 -3.8525 0.8037
O 3.9645 -5.2868 2.5792
H -1.6243 -2.1991 -0.6525
H -1.8881 -2.1461 0.9637
H 0.3024 -3.2069 -1.6237
H 2.4254 -4.4311 -1.2226
H 1.9196 -3.9981 2.9738
H -0.2224 -2.7666 2.6042
*
```

The expectation value of S² is 0.7560. The calculation puts the energy above the lowest of the compared OMol25 structures with the same formula, charge and spin at 0.0 kJ/mol. For the orbital gap (alpha / beta), the calculation gives 6.27 / 5.99 eV. The LUMO energy (alpha / beta) is -0.92 / -1.20 eV. As for the HOMO energy (alpha / beta): -7.2 / -7.2 eV.

Entry 2:
A molecular structure, C35H32IN8O5Ti, computed with ωB97M-V with the def2-TZVPD basis set.

Structure (ORCA input):
```
! wB97M-V def2-TZVPD RIJCOSX def2/J DEFGRID3
* xyz 0 2
Ti -0.6659 0.2212 -0.3176
C -4.6531 0.4710 -2.0385
C -5.5499 -0.0423 -1.1018
C -5.0891 -0.3953 0.1405
C -3.7251 -0.2615 0.4564
N -2.8635 0.1939 -0.4715
C -3.3375 0.5838 -1.6712
N -3.3511 -0.6136 1.7213
C -2.2058 -0.3571 2.2376
N -1.1252 0.3378 1.7053
C -0.1273 0.3599 2.6735
N 1.0267 0.9096 2.6256
C 1.5357 1.5725 1.5327
C 2.5108 2.5474 1.7848
C 3.1056 3.2132 0.7401
C 2.7405 2.8846 -0.5602
C 1.7799 1.9220 -0.7466
N 1.1681 1.2845 0.2730
C -0.5984 -0.3442 3.8778
C 0.0104 -0.5921 5.0941
C -0.7148 -1.3046 6.0382
C -2.0100 -1.7491 5.7650
C -2.6117 -1.4919 4.5417
C -1.8799 -0.7830 3.6082
H -4.9713 0.7747 -3.0251
H -6.5971 -0.1559 -1.3514
H -5.7424 -0.7865 0.9068
H -2.5953 0.9759 -2.3540
H 2.7873 2.7303 2.8137
H 3.8691 3.9579 0.9247
H 3.2158 3.3453 -1.4138
H 1.4702 1.6186 -1.7387
H 1.0167 -0.2448 5.2887
H -0.2716 -1.5259 7.0006
H -2.5473 -2.3067 6.5213
H -3.6111 -1.8364 4.3109
I -2.8845 -5.9493 -5.2025
C -1.8736 -4.2377 -4.5377
C -0.7189 -3.8296 -5.1882
C -0.0537 -2.6988 -4.7395
C -0.5330 -1.9801 -3.6523
C -1.6911 -2.4042 -3.0119
C -2.3668 -3.5335 -3.4496
C 0.2478 -0.7777 -3.1830
O 1.2626 -0.4402 -3.7596
O -0.2544 -0.1228 -2.1707
H -0.3403 -4.3883 -6.0332
H 0.8519 -2.3589 -5.2237
H -2.0587 -1.8686 -2.1481
H -3.2621 -3.8640 -2.9405
C -1.4715 4.4035 2.2088
N -1.5604 3.3019 1.2724
C -1.2568 3.3906 -0.0347
N -1.1051 4.6227 -0.5737
O -1.1166 2.3839 -0.7528
H -1.7443 4.0368 3.1949
H -2.1752 5.1978 1.9512
H -0.4611 4.8177 2.2637
H -1.5313 2.3492 1.6223
H -1.2574 5.4660 -0.0544
H -0.9151 4.6742 -1.5577
C 0.4988 -4.0405 -0.6946
O 0.5110 -2.6080 -0.7381
C -0.3753 -1.9537 0.0907
O -1.0066 -2.6072 0.9004
H 0.9067 -4.3815 -1.6439
H -0.5168 -4.4078 -0.5617
H 1.1119 -4.4096 0.1289
N 2.9709 -1.0959 -0.6230
C 4.1052 -0.3232 -0.5725
C 4.7336 -0.0489 0.6476
C 5.8315 0.7941 0.6975
C 6.3311 1.3838 -0.4571
C 5.7180 1.1022 -1.6731
C 4.6197 0.2624 -1.7373
H 2.7505 -1.7135 0.1371
H 2.6152 -1.3930 -1.5163
H 4.3427 -0.4944 1.5564
H 6.3012 0.9934 1.6534
H 7.1925 2.0372 -0.4129
H 6.0998 1.5425 -2.5864
H 4.1360 0.0576 -2.6865
*
```

The expectation value of S² is 0.7532. The calculation puts the energy above the lowest of the compared OMol25 structures with the same formula, charge and spin at 11.4 kJ/mol. For the orbital gap (alpha / beta), the calculation gives 6.83 / 6.74 eV. The LUMO energy (alpha / beta) is -0.59 / -0.69 eV. As for the HOMO energy (alpha / beta): -7.4 / -7.4 eV.

Entry 3:
A molecular structure, C36H42N2O10PSbTl, computed with ωB97M-V with the def2-TZVPD basis set.

Structure (ORCA input):
```
! wB97M-V def2-TZVPD RIJCOSX def2/J DEFGRID3
* xyz -1 1
Tl -0.0779 -1.2446 0.4360
C 2.7891 3.3746 4.6722
C 2.4823 2.7522 3.3010
C 3.7370 2.0962 2.7148
C 1.9632 3.8127 2.3300
O 1.4932 1.7679 3.5538
P 0.6402 1.0113 2.3925
O -0.6381 1.6994 2.0835
O 1.5217 0.6140 1.2398
O 0.1720 -0.3219 3.2292
C 0.9712 -1.2725 3.9212
C 2.2442 -1.6248 3.1483
C 0.0778 -2.5154 4.0609
C 1.3203 -0.7425 5.3184
H 3.5631 4.1329 4.5772
H 3.1224 2.6029 5.3637
H 1.8887 3.8243 5.0831
H 4.4839 2.8497 2.4715
H 3.4509 1.5604 1.8136
H 4.1643 1.3877 3.4226
H 2.7299 4.5624 2.1390
H 1.0785 4.2995 2.7335
H 1.6885 3.3276 1.3969
H 2.0016 -2.0991 2.1955
H 2.8650 -2.3061 3.7294
H 2.8016 -0.7186 2.9334
H -0.1779 -2.8952 3.0724
H -0.8463 -2.2480 4.5697
H 0.5907 -3.2930 4.6220
H 1.9384 0.1447 5.2327
H 1.8573 -1.5029 5.8837
H 0.4094 -0.4765 5.8517
C -5.5152 0.6436 -2.0392
C -5.8471 1.4571 -0.8263
C -7.1303 1.9596 -0.6487
C -7.4642 2.7216 0.4566
C -6.5015 2.9923 1.4099
C -5.2227 2.4948 1.2397
C -4.8793 1.7291 0.1359
Sb -2.7748 1.0353 0.0799
C -3.3931 -1.1013 -0.0838
C -3.0522 -1.9281 -1.1436
C -3.3426 -3.2839 -1.1276
C -3.9675 -3.8356 -0.0260
C -4.2760 -3.0297 1.0542
C -3.9864 -1.6697 1.0472
C -4.2951 -0.8495 2.2605
C -2.4875 2.1161 -1.8508
C -2.6280 3.4718 -1.5683
C -2.3599 4.4437 -2.5140
C -1.9346 4.0650 -3.7754
C -1.7875 2.7223 -4.0644
C -2.0425 1.7351 -3.1156
C -1.8354 0.3056 -3.5103
H -6.3936 0.5052 -2.6686
H -5.1319 -0.3322 -1.7405
H -4.7375 1.1480 -2.6137
H -7.8813 1.7478 -1.3971
H -8.4695 3.1010 0.5742
H -6.7427 3.5838 2.2805
H -4.4633 2.6995 1.9826
H -2.5395 -1.5246 -1.9990
H -3.0692 -3.9007 -1.9732
H -4.2023 -4.8913 -0.0020
H -4.7311 -3.4663 1.9344
H -4.6785 -1.4796 3.0613
H -5.0424 -0.0909 2.0282
H -3.3931 -0.3413 2.6066
H -2.9423 3.7694 -0.5726
H -2.4666 5.4899 -2.2616
H -1.7095 4.8107 -4.5267
H -1.4422 2.4240 -5.0459
H -1.4191 0.2432 -4.5139
H -2.7870 -0.2255 -3.5096
H -1.1423 -0.1832 -2.8248
O 2.0335 -2.6599 -0.3506
C 2.0098 -2.1459 -1.4825
O 1.1124 -1.4434 -1.9785
C 3.2092 -2.4692 -2.3731
C 3.9342 -3.6256 -2.1300
C 4.9875 -3.9646 -2.9746
C 5.3654 -3.1282 -4.0169
C 4.6603 -1.9500 -4.2114
C 3.5687 -1.6265 -3.4107
N 5.0390 -1.0625 -5.2775
O 4.3716 -0.0622 -5.4407
O 5.9999 -1.3660 -5.9584
N 5.7036 -5.2010 -2.7895
O 5.4193 -5.8894 -1.8310
O 6.5518 -5.4929 -3.6117
H 3.6529 -4.2421 -1.2903
H 6.1891 -3.3971 -4.6601
H 2.9921 -0.7312 -3.5813
*
```

For the orbital gap, the calculation gives 6.65 eV. The LUMO energy is 1.12 eV. As for the HOMO energy: -5.5 eV.

Entry 4:
A molecular structure, C33H35BF6O2, computed with ωB97M-V with the def2-TZVPD basis set.

Structure (ORCA input):
```
! wB97M-V def2-TZVPD RIJCOSX def2/J DEFGRID3
* xyz 0 1
C -3.6335 -1.1038 -2.5115
C -3.0839 -0.8949 -3.9596
C -1.8717 -1.7960 -4.0236
C -1.7060 -2.5119 -2.8917
C -2.5944 -2.0066 -1.8276
C -3.0261 -2.8981 -0.7047
C -2.3064 -4.0756 -0.4283
C -2.4004 -4.6725 0.8367
C -3.2791 -4.1429 1.7935
C -4.0545 -3.0113 1.4891
C -3.9664 -2.4220 0.2239
H -3.5156 -0.1897 -1.9286
H -4.7014 -1.3825 -2.4987
H -3.8418 -1.2101 -4.6937
H -2.8610 0.1684 -4.1726
H -1.1777 -1.7556 -4.8682
H -0.8808 -3.1939 -2.6609
H -1.6291 -4.5144 -1.1691
H -1.8114 -5.5689 1.0678
H -3.3485 -4.5921 2.7892
H -4.7530 -2.6040 2.2287
H -4.5776 -1.5461 -0.0193
C 2.0770 4.5142 -0.1304
C 1.8737 3.4061 0.8797
C 3.1288 3.2481 1.7822
C 0.4725 3.4231 1.6925
C 0.5028 4.0098 3.0976
C -0.6918 4.0434 0.8967
O 0.1663 2.0103 1.8648
B 1.1730 1.4024 1.1292
C 1.7922 0.0529 1.5339
C 2.8465 -0.4816 0.7670
C 3.5716 -1.5727 1.2247
C 4.7202 -2.0871 0.4048
F 5.9400 -1.9396 1.0155
F 4.5863 -3.4208 0.1211
F 4.8105 -1.4394 -0.7961
C 3.2553 -2.2196 2.4194
C 2.1662 -1.7334 3.1301
C 1.7415 -2.3803 4.4191
F 0.4592 -2.8613 4.3020
F 2.5249 -3.4254 4.8056
F 1.7252 -1.4920 5.4655
C 1.4068 -0.6543 2.6842
C -1.5567 -0.6638 -1.0810
C -0.3796 -1.2899 -0.1920
C -0.9710 0.4320 -2.0101
C -1.7298 1.5169 -2.4858
C -1.3795 2.1780 -3.6686
C -0.2042 1.8279 -4.3510
C 0.6436 0.8716 -3.7873
C 0.2659 0.1837 -2.6370
O 1.7994 2.1648 0.1360
H 2.2213 5.4911 0.3516
H 2.9730 4.3301 -0.7371
H 1.2280 4.5969 -0.8173
H 3.4329 4.1999 2.2272
H 2.9735 2.5081 2.5882
H 3.9667 2.8705 1.1738
H 0.7670 5.0726 3.0906
H -0.4864 3.9309 3.5703
H 1.2173 3.4911 3.7454
H -0.5689 5.1359 0.7937
H -0.7833 3.5950 -0.1087
H -1.6424 3.8681 1.4298
H 3.1532 0.0208 -0.1394
H 3.8204 -3.0760 2.7704
H 0.5789 -0.3022 3.2895
H -2.4404 -0.2941 -0.5077
H -0.5095 -1.0614 0.8809
H -0.4186 -2.3936 -0.2919
H 0.7151 -1.0327 -0.3652
H -2.5925 1.8595 -1.9060
H -1.9697 3.0227 -4.0347
H 0.0693 2.3455 -5.2820
H 1.6291 0.6785 -4.2053
H 0.9495 -0.5569 -2.2188
*
```

For the orbital gap, the calculation gives 8.06 eV. The LUMO energy is 0.01 eV. As for the HOMO energy: -8.1 eV.

Entry 5:
2 unconnected molecules or ions with the total composition C17H19N, computed with ωB97M-V with the def2-TZVPD basis set.

Structure (ORCA input):
```
! wB97M-V def2-TZVPD RIJCOSX def2/J DEFGRID3
* xyz 0 1
C -2.8409 1.0733 3.2439
C -2.2400 -0.2965 3.1034
C -1.3773 -0.9567 3.9014
N -1.1967 -2.2387 3.3793
C -1.8017 -2.3000 2.1350
C -2.0777 -3.4068 1.3107
C -2.8715 -3.1625 0.2249
C -3.3198 -1.8758 -0.1389
C -3.3613 -0.8841 0.8408
C -2.5447 -1.0967 1.9473
H -3.8797 1.0784 2.8782
H -2.3468 1.8069 2.5916
H -2.7353 1.5618 4.1926
H -1.1378 -0.6016 4.8873
H -0.3405 -2.7229 3.6015
H -1.6952 -4.3660 1.6171
H -3.4467 -3.8925 -0.3517
H -3.8823 -1.6845 -1.0385
H -4.1383 -0.1399 0.7375
C 3.2480 3.1793 -0.2825
C 3.7760 2.1308 -1.2625
C 2.9236 1.3023 -2.1701
C 3.2330 1.1887 -3.5434
C 2.4908 0.3015 -4.2819
C 1.3266 -0.3557 -3.8376
C 1.0544 -0.1916 -2.4941
C 1.7740 0.7055 -1.6938
H 3.2602 4.2010 -0.6732
H 4.0240 3.1595 0.4836
H 2.2477 2.9245 0.0809
H 4.6634 2.4920 -1.8137
H 4.4657 1.4469 -0.7393
H 3.8939 1.8844 -4.0294
H 2.6683 0.2234 -5.3568
H 0.7052 -0.8493 -4.5700
H 0.0710 -0.5352 -2.1846
H 1.4083 0.8970 -0.6949
*
```

The calculation puts the energy above the lowest of the compared OMol25 structures with the same formula, charge and spin at 195.4 kJ/mol. For the orbital gap, the calculation gives 8.65 eV. The LUMO energy is 0.75 eV. As for the HOMO energy: -7.9 eV.

Entry 6:
C4H5N3O in the gas phase, computed with ωB97M-V with the def2-TZVPD basis set.

Structure (ORCA input):
```
! wB97M-V def2-TZVPD RIJCOSX def2/J DEFGRID3
* xyz 0 1
H -2.0704 -2.1548 -1.7400
N -1.0921 -2.2990 -1.8690
C -0.5608 -1.5186 -1.1048
N 0.8774 -1.4224 -1.1482
C 1.1498 -0.4973 -0.3231
C -0.1431 0.0671 0.2227
C -0.1178 1.3279 1.1962
O 1.1722 2.0181 1.1791
N -1.1366 -0.6428 -0.1879
H 2.1033 -0.2117 0.0215
H -1.0810 1.9392 1.1579
H -0.2491 0.7897 2.1406
H 1.1480 2.6047 0.4549
*
```

The calculation puts the energy above the lowest of the compared OMol25 structures with the same formula, charge and spin at 271.2 kJ/mol. For the orbital gap, the calculation gives 9.94 eV. The LUMO energy is -0.85 eV. As for the HOMO energy: -10.8 eV.